(1)
Molecular formula: C2H4LiORu
Method: DFT, the ωB97M-V functional and the def2-TZVPD basis

Structure (ORCA input):
```
! RIJCOSX wB97M-V def2-TZVPD def2/J DEFGRID3
* xyz 2 6
C -0.4344 -0.0551 0.1472
H -0.8921 -0.4467 1.0737
C 0.5169 -1.0237 -0.5067
H 0.5974 -1.9807 0.0296
H 0.3117 -1.1863 -1.5765
O 0.1693 1.2134 0.4755
Li -0.8807 2.5679 0.9623
Ru 1.9911 0.6527 -0.1162
H -1.3793 0.2585 -0.4890
*
```

## Properties
- Max |F|: 3.6 eV Å⁻¹
- HOMO energy (spin up / spin down): -18.79 / -20.13 eV
- ⟨S²⟩: 8.761
- DFT total energy: -6950.34606 eV
- Gap between HOMO and LUMO (spin up / spin down): 0.3201 / 0.2810 Ha
- Relative energy (zero: lowest compared OMol25 entry of this formula, charge and spin): 0.000 eV

***

(2)
Molecular formula: C2H4N2
Method: DFT, the ωB97M-V functional and the def2-TZVPD basis

Structure (ORCA input):
```
! RIJCOSX wB97M-V def2-TZVPD def2/J DEFGRID3
* xyz 0 1
C -1.8115 0.3647 -0.8924
C -0.5126 -0.1162 -0.4993
N -2.8032 0.4864 -1.3312
N -0.2830 -1.3385 -0.6713
H 0.3332 0.9033 -0.4088
H 0.3714 2.4562 0.4957
H -0.8974 -2.0535 -0.9116
H 1.0793 2.7489 0.6497
*
```

## Properties
- Max |F|: 8.8 eV Å⁻¹
- HOMO energy: -10.65 eV
- DFT total energy: -5115.38956 eV
- Gap between HOMO and LUMO: 0.3899 Ha
- Relative energy (zero: lowest compared OMol25 entry of this formula, charge and spin): 3.571 eV

***

(3)
Molecular formula: C2H4N2
Method: DFT, the ωB97M-V functional and the def2-TZVPD basis

Structure (ORCA input):
```
! RIJCOSX wB97M-V def2-TZVPD def2/J DEFGRID3
* xyz 0 1
N 1.0477 0.4741 -0.0374
C -0.1780 -0.0826 -0.5918
C -1.0794 -0.4517 0.5288
N -1.6454 -0.3848 1.5373
H 0.8084 0.8965 0.8557
H 1.7146 -0.2639 0.1641
H 0.0638 -0.8708 -1.3128
H -0.7317 0.6832 -1.1438
*
```

## Properties
- Max |F|: 1.2 eV Å⁻¹
- HOMO energy: -10.35 eV
- DFT total energy: -5118.29829 eV
- Structure (SMILES): N#CCN
- Gap between HOMO and LUMO: 0.4110 Ha
- Relative energy (zero: lowest compared OMol25 entry of this formula, charge and spin): 0.662 eV

***

(4)
Molecular formula: C2H4N2
Method: DFT, the ωB97M-V functional and the def2-TZVPD basis

Structure (ORCA input):
```
! RIJCOSX wB97M-V def2-TZVPD def2/J DEFGRID3
* xyz 0 1
C -0.3342 1.5335 -0.6921
C -0.4340 0.3508 -0.6358
N 0.0969 -1.8894 -0.7284
N -0.6147 -0.9505 -0.5395
H -0.4633 2.5069 -0.9828
H 1.2283 -1.6990 -0.9263
H 0.1127 0.2410 2.5463
H 0.4083 -0.0933 1.9585
*
```

## Properties
- Max |F|: 5.0 eV Å⁻¹
- HOMO energy: -9.14 eV
- DFT total energy: -5113.46054 eV
- Structure (SMILES): [H]/N=N\C#C.[H][H]
- Gap between HOMO and LUMO: 0.3237 Ha
- Relative energy (zero: lowest compared OMol25 entry of this formula, charge and spin): 5.500 eV

***

(5)
Molecular formula: C2H4N2O
Method: DFT, the ωB97M-V functional and the def2-TZVPD basis

Structure (ORCA input):
```
! RIJCOSX wB97M-V def2-TZVPD def2/J DEFGRID3
* xyz 0 1
C -1.1313 -1.5012 -0.1691
C 1.2548 0.2511 0.1303
N -0.9574 -0.3845 -0.6557
N 1.2407 1.5413 0.0205
O 1.9007 -0.6914 0.4220
H -2.0986 -2.0100 -0.2618
H -0.3701 -2.0787 0.3720
H 0.3854 1.9845 -0.2722
H 2.0628 2.1182 0.1890
*
```

## Properties
- Max |F|: 3.5 eV Å⁻¹
- HOMO energy (spin up / spin down): -8.40 / -7.46 eV
- DFT total energy: -7163.47771 eV
- Gap between HOMO and LUMO (spin up / spin down): 0.3208 / 0.2856 Ha
- Relative energy (zero: lowest compared OMol25 entry of this formula, charge and spin): 3.002 eV

***

(6)
Molecular formula: C2H4N2O
Method: DFT, the ωB97M-V functional and the def2-TZVPD basis

Structure (ORCA input):
```
! RIJCOSX wB97M-V def2-TZVPD def2/J DEFGRID3
* xyz 0 1
C 1.1165 0.9055 0.1466
C -0.1003 0.1429 0.3781
N 2.0797 1.4996 -0.0111
N 0.0145 -1.1818 -0.1837
O -1.2633 0.8402 0.0630
H 0.0417 -0.2265 1.6374
H 0.1941 -1.2165 -1.1792
H -0.8084 -1.7236 0.0485
H -1.2746 0.9602 -0.8996
*
```

## Properties
- Max |F|: 4.6 eV Å⁻¹
- HOMO energy: -10.51 eV
- DFT total energy: -7165.06955 eV
- Structure (SMILES): N#C[C@H](N)O
- Gap between HOMO and LUMO: 0.4066 Ha
- Relative energy (zero: lowest compared OMol25 entry of this formula, charge and spin): 1.410 eV

***

(7)
Molecular formula: C2H4N2O
Method: DFT, the ωB97M-V functional and the def2-TZVPD basis

Structure (ORCA input):
```
! RIJCOSX wB97M-V def2-TZVPD def2/J DEFGRID3
* xyz 0 1
C 0.8932 0.0010 -0.1064
C -1.4523 -0.0348 0.1461
H 1.9720 -1.3958 0.0058
H 1.9379 0.5736 0.0231
H -0.2310 1.7462 -0.0992
H -2.0837 0.8425 0.4434
N 0.9082 -1.2774 0.0245
N -0.1850 0.6665 -0.2283
O -1.7592 -1.1218 -0.2090
*
```

## Properties
- Max |F|: 7.2 eV Å⁻¹
- HOMO energy: -9.37 eV
- DFT total energy: -7164.67624 eV
- Structure (SMILES): [H]/N=C/NC=O
- Gap between HOMO and LUMO: 0.3621 Ha
- Relative energy (zero: lowest compared OMol25 entry of this formula, charge and spin): 1.803 eV

***

(8)
Molecular formula: C2H4N2O
Method: DFT, the ωB97M-V functional and the def2-TZVPD basis

Structure (ORCA input):
```
! RIJCOSX wB97M-V def2-TZVPD def2/J DEFGRID3
* xyz 0 1
C -0.4843 -0.3550 0.8402
N 0.4923 0.1022 -0.1731
O 1.3115 -0.8913 -0.6960
C -0.0624 0.7926 -1.2249
N -0.5024 1.2484 -2.1796
H 1.3775 0.5409 0.2153
H 0.0649 -0.8815 1.6193
H -1.1655 -1.0518 0.3503
H -1.0315 0.4956 1.2484
*
```

## Properties
- Max |F|: 2.9 eV Å⁻¹
- HOMO energy: -9.47 eV
- DFT total energy: -7162.02101 eV
- Structure (SMILES): C[N@@H+]([O-])C#N
- Gap between HOMO and LUMO: 0.3606 Ha
- Relative energy (zero: lowest compared OMol25 entry of this formula, charge and spin): 4.459 eV

***

(9)
Molecular formula: C2H4N2O
Method: DFT, the ωB97M-V functional and the def2-TZVPD basis

Structure (ORCA input):
```
! RIJCOSX wB97M-V def2-TZVPD def2/J DEFGRID3
* xyz 0 1
C -0.6066 1.0529 -0.6380
C 0.7536 -0.9291 0.2082
N -1.5997 1.7677 -0.3674
N -0.2956 0.1044 0.3403
O -1.1547 -0.0449 1.2245
H 0.2347 1.3716 -1.4017
H 1.4567 -0.4284 -0.2973
H 1.0541 -1.2212 1.1897
H 0.1574 -1.6731 -0.2583
*
```

## Properties
- Max |F|: 4.0 eV Å⁻¹
- HOMO energy (spin up / spin down): -10.38 / -8.55 eV
- DFT total energy: -7161.21313 eV
- Gap between HOMO and LUMO (spin up / spin down): 0.3610 / 0.2902 Ha
- Relative energy (zero: lowest compared OMol25 entry of this formula, charge and spin): 5.266 eV

***

(10)
Molecular formula: C2H4N2O
Method: DFT, the ωB97M-V functional and the def2-TZVPD basis

Structure (ORCA input):
```
! RIJCOSX wB97M-V def2-TZVPD def2/J DEFGRID3
* xyz 0 1
C -0.4031 -0.9291 0.3539
C -0.3727 0.1123 -0.5380
N 0.3918 -0.2411 1.2804
N 0.6776 0.7788 0.2744
O -0.9221 0.5397 -1.6581
H -0.9712 -1.7588 0.5956
H 1.3485 -0.5957 1.5511
H 0.4401 1.8225 0.3991
H -0.1888 0.2716 -2.2583
*
```

## Properties
- Max |F|: 4.3 eV Å⁻¹
- HOMO energy: -8.24 eV
- DFT total energy: -7162.97206 eV
- Structure (SMILES): Oc1c[nH][nH]1
- Gap between HOMO and LUMO: 0.3310 Ha
- Relative energy (zero: lowest compared OMol25 entry of this formula, charge and spin): 3.508 eV

***

(11)
Molecular formula: C2H4N2O
Method: DFT, the ωB97M-V functional and the def2-TZVPD basis

Structure (ORCA input):
```
! RIJCOSX wB97M-V def2-TZVPD def2/J DEFGRID3
* xyz 0 1
C 0.8325 0.4376 0.0803
C -1.1987 -0.4960 -0.0103
H 2.3811 -0.7346 0.0459
H 1.4569 1.4428 0.4469
H -1.1029 1.4125 -0.3641
H -0.8216 -1.4765 -0.0448
N 1.3965 -0.8108 -0.0691
N -0.5401 0.5146 -0.1588
O -2.4038 -0.2895 0.0739
*
```

## Properties
- Max |F|: 11.8 eV Å⁻¹
- HOMO energy: -9.70 eV
- DFT total energy: -7164.34143 eV
- Structure (SMILES): [H]/N=C/NC=O
- Gap between HOMO and LUMO: 0.3785 Ha
- Relative energy (zero: lowest compared OMol25 entry of this formula, charge and spin): 2.138 eV

***

(12)
Molecular formula: C2H4N2O2
Method: DFT, the ωB97M-V functional and the def2-TZVPD basis

Structure (ORCA input):
```
! RIJCOSX wB97M-V def2-TZVPD def2/J DEFGRID3
* xyz -2 1
C -0.2580 -0.4269 -0.2479
C 0.4460 0.8195 0.3596
N 0.4950 -1.6572 -0.1477
N -0.1320 -2.6338 -1.0581
O 0.1868 -3.8662 -0.9846
O -0.2732 1.9063 0.4187
H -1.2200 -0.4538 0.3285
H -0.4360 -0.3067 -1.3325
H 0.9595 0.6390 1.5739
H 1.4179 0.8740 -0.3045
*
```

## Properties
- Max |F|: 5.9 eV Å⁻¹
- HOMO energy: 1.20 eV
- DFT total energy: -9207.50923 eV
- Structure (SMILES): [O-]CC/N=N/[O-]
- Gap between HOMO and LUMO: 0.2390 Ha
- Relative energy (zero: lowest compared OMol25 entry of this formula, charge and spin): 0.921 eV

***

(13)
Molecular formula: C2H4N2O2
Method: DFT, the ωB97M-V functional and the def2-TZVPD basis

Structure (ORCA input):
```
! RIJCOSX wB97M-V def2-TZVPD def2/J DEFGRID3
* xyz 0 1
C -0.5599 -0.7607 0.4214
C 0.3990 1.1947 -1.2221
H 1.0029 0.6820 1.6024
H 0.0980 -1.2934 1.1120
H -1.9790 -1.9289 0.4444
H 1.4850 1.7266 -1.0821
N 0.3635 0.1563 -0.1336
N -1.7422 -1.0499 0.0896
O 1.3440 0.0497 0.8156
O -0.4115 1.2236 -2.0477
*
```

## Properties
- Max |F|: 5.9 eV Å⁻¹
- HOMO energy: -9.69 eV
- DFT total energy: -9210.30237 eV
- Structure (SMILES): [H]/N=C/N(O)C=O
- Gap between HOMO and LUMO: 0.3697 Ha
- Relative energy (zero: lowest compared OMol25 entry of this formula, charge and spin): 4.920 eV

***

(14)
Molecular formula: C2H4N2O2
Method: DFT, the ωB97M-V functional and the def2-TZVPD basis

Structure (ORCA input):
```
! RIJCOSX wB97M-V def2-TZVPD def2/J DEFGRID3
* xyz 0 1
N 0.1299 0.1090 1.6782
C -0.5138 0.1336 0.5017
O -1.4996 0.8108 0.2915
H 1.0134 -0.3749 1.7260
H -0.0450 0.8161 2.3754
H -0.4216 -1.0876 -1.6059
N -0.0377 -0.0165 -1.8880
C 0.6184 -0.1808 -0.7469
O 1.6294 -0.7680 -0.4554
H -0.8734 0.5582 -1.8766
*
```

## Properties
- Max |F|: 5.2 eV Å⁻¹
- HOMO energy: -9.46 eV
- DFT total energy: -9212.60271 eV
- Structure (SMILES): NC(=O)C(N)=O
- Gap between HOMO and LUMO: 0.3616 Ha
- Relative energy (zero: lowest compared OMol25 entry of this formula, charge and spin): 2.620 eV

***

(15)
Molecular formula: C2H4N2O2
Method: DFT, the ωB97M-V functional and the def2-TZVPD basis

Structure (ORCA input):
```
! RIJCOSX wB97M-V def2-TZVPD def2/J DEFGRID3
* xyz 0 1
C 0.0789 1.0060 0.0761
C 0.5402 -1.4596 0.0398
H -2.3074 -0.5084 0.6893
H -0.4042 1.9308 -0.2063
H 1.5507 2.0743 -0.2185
H -0.1919 -2.2314 -0.1845
N -0.4758 -0.2935 0.1792
N 1.3929 1.0630 -0.0400
O -1.8806 -0.3130 -0.2458
O 1.6972 -1.2682 -0.0894
*
```

## Properties
- Max |F|: 4.4 eV Å⁻¹
- HOMO energy: -9.28 eV
- DFT total energy: -9210.00235 eV
- Structure (SMILES): [H]/N=C/N(O)C=O
- Gap between HOMO and LUMO: 0.3593 Ha
- Relative energy (zero: lowest compared OMol25 entry of this formula, charge and spin): 5.221 eV

***

(16)
Molecular formula: C2H4N2O2
Method: DFT, the ωB97M-V functional and the def2-TZVPD basis

Structure (ORCA input):
```
! RIJCOSX wB97M-V def2-TZVPD def2/J DEFGRID3
* xyz 0 1
C -1.8697 0.7100 -0.2833
C 1.5813 -0.2842 0.2806
N -0.5144 0.5809 -0.3030
N 0.1788 -0.5061 -0.0862
O -0.2022 -1.6460 -0.4078
O -2.5583 0.0992 0.4940
H -2.2124 1.6325 -0.7208
H 1.4414 0.2228 1.2537
H 2.1397 0.5038 -0.2981
H 2.0158 -1.3129 0.0708
*
```

## Properties
- Max |F|: 4.5 eV Å⁻¹
- HOMO energy (spin up / spin down): -10.17 / -10.18 eV
- DFT total energy: -9210.16797 eV
- Gap between HOMO and LUMO (spin up / spin down): 0.3451 / 0.3452 Ha
- Relative energy (zero: lowest compared OMol25 entry of this formula, charge and spin): 5.055 eV

***

(17)
Molecular formula: C2H4N2O2
Method: DFT, the ωB97M-V functional and the def2-TZVPD basis

Structure (ORCA input):
```
! RIJCOSX wB97M-V def2-TZVPD def2/J DEFGRID3
* xyz 0 1
N 1.8693 -0.0164 0.0357
C 0.6348 -0.3343 0.5062
O 0.4259 -0.9933 1.5077
N -0.3945 0.1698 -0.3063
C -1.6770 0.0032 -0.0689
O -2.3233 0.5621 -1.0086
H 2.6653 -0.2701 0.5968
H 1.9872 0.6292 -0.7268
H -1.0550 0.7624 -1.3100
H -2.1327 -0.5125 0.7743
*
```

## Properties
- Max |F|: 0.4 eV Å⁻¹
- HOMO energy: -10.24 eV
- DFT total energy: -9213.12681 eV
- Gap between HOMO and LUMO: 0.4071 Ha
- Relative energy (zero: lowest compared OMol25 entry of this formula, charge and spin): 2.096 eV

***

(18)
Molecular formula: C2H4N2O2
Method: DFT, the ωB97M-V functional and the def2-TZVPD basis

Structure (ORCA input):
```
! RIJCOSX wB97M-V def2-TZVPD def2/J DEFGRID3
* xyz 0 1
C -1.4550 -0.6004 -0.7184
C -1.5240 -1.3485 0.1792
N 1.0148 -0.3300 -0.4640
N 1.1225 -0.1149 0.7095
O 1.0131 0.6132 -1.4344
O 1.0907 1.2445 1.1699
H -1.4451 -0.0934 -1.6004
H -1.3279 -1.9697 0.9680
H 0.6491 1.3824 -0.9909
H 0.8619 1.2169 2.1816
*
```

## Properties
- Max |F|: 3.1 eV Å⁻¹
- HOMO energy: -10.15 eV
- DFT total energy: -9207.36488 eV
- Structure (SMILES): O/N=N\O.C#C
- Gap between HOMO and LUMO: 0.3928 Ha
- Relative energy (zero: lowest compared OMol25 entry of this formula, charge and spin): 7.858 eV

***

(19)
Molecular formula: C2H4N2O2
Method: DFT, the ωB97M-V functional and the def2-TZVPD basis

Structure (ORCA input):
```
! RIJCOSX wB97M-V def2-TZVPD def2/J DEFGRID3
* xyz 0 1
C 0.7292 0.9680 -1.8141
C 0.2063 0.3144 0.6763
N -0.4912 -0.5748 1.2633
N 0.2110 0.2719 -0.7722
O 1.5932 1.7862 -1.8971
O -0.6650 -0.6824 -1.1592
H 0.3244 0.3280 -2.6923
H 1.0312 1.0796 0.9797
H -0.7493 -1.1999 -0.2153
H -0.4535 -0.8875 2.2021
*
```

## Properties
- Max |F|: 4.2 eV Å⁻¹
- HOMO energy: -9.40 eV
- DFT total energy: -9211.06664 eV
- Structure (SMILES): [H]/N=C/N(O)C=O
- Gap between HOMO and LUMO: 0.3611 Ha
- Relative energy (zero: lowest compared OMol25 entry of this formula, charge and spin): 4.156 eV

***

(20)
Molecular formula: C2H4N2O2
Method: DFT, the ωB97M-V functional and the def2-TZVPD basis

Structure (ORCA input):
```
! RIJCOSX wB97M-V def2-TZVPD def2/J DEFGRID3
* xyz 0 1
C 0.5172 -0.2750 0.1028
N 0.2506 1.1256 0.3734
C -1.6674 -0.4312 -0.6090
O 1.6470 -0.3112 -0.6951
N -2.2135 0.5942 -0.3853
O 0.3216 -1.1880 0.8865
H 2.0972 -1.1544 -0.5471
H -0.2749 1.3686 1.2009
H 1.0094 1.7705 0.1884
H -1.6873 -1.4990 -0.5156
*
```

## Properties
- Max |F|: 7.1 eV Å⁻¹
- HOMO energy: -10.09 eV
- DFT total energy: -9212.21412 eV
- Structure (SMILES): NC(=O)O.C#N
- Gap between HOMO and LUMO: 0.3649 Ha
- Relative energy (zero: lowest compared OMol25 entry of this formula, charge and spin): 3.009 eV